Record 1
Density functional theory data (wB97M-V/def2-TZVPD) for a 3-piece molecular cluster, C20H46BO8P overall at a distorted geometry.

As for the SMILES: COCCCCCCCCB(C[C@H]1CO1)P(O)O.COCCOC.COCCOC. The value obtained for the LUMO energy is 0.158 eV. The max |F| comes out at 0.05296 hartree/bohr. The HOMO energy is -7.703 eV. The energy comes out at -1757.5909 Eh. The HOMO-LUMO gap comes out at 0.28888 Eh.

```
! wB97M-V def2-TZVPD RIJCOSX def2/J DEFGRID3
* xyz 0 1
P -1.401 -3.017 -2.014
O -2.071 -0.101 3.368
O -0.883 -2.874 -3.568
O -0.730 -0.480 5.958
O -3.912 -2.899 -4.056
O 1.867 2.280 0.588
O 2.950 3.805 2.860
O 4.569 -2.425 -2.406
O -0.063 -2.839 -1.051
C 2.391 3.251 -0.303
C 1.041 0.822 -3.354
C -0.804 1.621 -1.797
C -0.457 1.144 -3.210
C -1.910 -1.349 4.024
C 2.652 2.418 2.881
C -2.096 1.047 -1.220
C -5.372 -2.559 -3.914
C 2.822 1.788 1.517
C -1.882 -1.190 5.528
C -4.011 -1.487 -2.032
C 1.448 -0.317 -2.392
C 1.795 4.624 2.832
C -0.991 0.876 6.271
C -1.950 -0.370 -0.611
C 3.830 -1.231 -2.377
C 4.088 -3.400 -1.506
C 2.425 -1.355 -2.996
C -0.859 0.414 2.849
C -4.416 -2.746 -2.786
B -2.512 -1.511 -1.538
H 3.486 -2.967 -0.704
H -1.559 1.370 5.480
H -0.003 1.444 -1.080
H -5.330 -1.675 -4.532
H -2.770 -1.970 3.753
H 2.661 0.708 1.607
H -0.931 -0.557 -0.274
H 1.299 4.622 3.809
H 4.372 -0.466 -2.931
H -1.004 -1.855 3.678
H 2.021 -2.347 -2.805
H -4.550 -3.654 -2.200
H 0.533 -0.835 -2.109
H -1.541 0.953 7.215
H 4.942 -3.895 -1.045
H 3.355 1.946 3.575
H -1.048 0.283 -3.533
H -0.943 2.703 -1.819
H -0.031 1.378 6.383
H 3.729 -0.848 -1.355
H -0.175 -2.226 -3.676
H -0.057 0.387 3.592
H 2.520 -1.158 -4.061
H -4.217 -0.666 -2.714
H -5.946 -3.430 -4.198
H 1.549 3.709 -0.820
H -1.032 1.449 2.556
H 3.041 2.772 -1.043
H 2.950 4.032 0.217
H -2.794 -0.695 5.874
H 3.839 1.948 1.147
H -2.557 -0.375 0.305
H 1.638 2.245 3.256
H 0.601 -3.481 -1.313
H 3.524 -4.166 -2.043
H 1.288 0.602 -4.390
H 2.116 5.639 2.606
H -1.841 -2.183 5.986
H -4.701 -1.482 -1.182
H -2.376 1.711 -0.400
H 1.558 1.736 -3.052
H -0.649 1.962 -3.907
H 1.857 0.132 -1.488
H -0.554 -0.154 1.964
H -2.913 1.115 -1.938
H 1.086 4.298 2.066
*
```

=====

Record 2
Density functional theory data (wB97M-V/def2-TZVPD) for C40H70N4O8S2W as an isolated structure at a distorted geometry.

The value obtained for the LUMO energy is -7.564 eV. The max |F| comes out at 0.03819 hartree/bohr. The HOMO energy is -13.613 eV. The energy comes out at -3250.1395 Eh. The HOMO-LUMO gap comes out at 0.22230 Eh.

```
! wB97M-V def2-TZVPD RIJCOSX def2/J DEFGRID3
* xyz 2 1
W -0.395 -1.841 -0.726
S 0.060 -3.931 -2.224
S 1.118 -4.388 -0.551
O -1.840 -4.136 -0.159
O 2.320 -2.135 -1.865
O 0.437 -5.414 0.187
O 1.065 -0.387 0.329
O -1.269 -1.811 0.876
O 0.025 -0.793 -2.123
O 0.840 -3.014 0.126
O 2.516 -4.561 -0.780
N -1.967 0.152 -0.760
N -2.563 -2.099 -2.399
N 1.952 0.439 2.281
N 3.308 0.065 0.454
C 3.095 0.868 3.085
C -1.058 1.310 -0.577
C 2.972 4.663 -4.027
C 1.895 4.531 -2.949
C -2.519 -0.025 1.714
C -4.580 1.713 5.114
C 0.669 -2.716 3.363
C -1.494 -4.010 3.158
C -3.409 -3.301 -2.227
C 1.736 -0.143 -4.746
C -0.801 -2.800 3.797
C -2.365 2.875 4.843
C 2.492 4.981 -1.608
C 1.267 0.769 -3.593
C -0.824 -3.007 5.314
C 1.727 2.087 -3.679
C -3.457 -0.922 -2.373
C 0.434 0.477 -2.498
C -2.692 0.333 -2.032
C 0.431 2.801 -1.836
C -2.637 1.069 6.532
C 1.371 3.109 -2.816
C -2.941 0.818 2.718
C 3.510 0.162 -0.980
C 0.673 0.781 2.863
C -2.652 0.542 4.050
C 1.154 -1.568 -4.780
C 2.081 0.017 1.007
C 0.708 5.434 -3.328
C 4.533 0.319 1.210
C -1.532 -1.534 3.344
C -3.054 1.531 5.134
C -1.760 -1.166 1.996
C -1.996 -0.652 4.317
C 4.321 0.078 2.686
C -2.991 0.204 0.313
C 3.275 -0.228 -4.714
C -2.018 -2.179 -3.775
C -0.035 1.515 -1.673
C 1.308 0.512 -6.075
H 4.855 1.351 1.037
H -4.919 2.160 4.179
H -1.387 -3.056 -3.882
H -2.667 3.612 5.588
H -3.728 -0.571 0.103
H 1.052 6.455 -3.491
H -3.894 -3.286 -1.254
H -2.922 1.826 7.261
H 0.856 -1.951 -3.814
H -1.824 -0.915 5.348
H 5.188 0.406 3.254
H -1.200 -4.835 0.083
H -1.439 -1.289 -4.001
H 3.890 1.161 -1.218
H 0.055 3.576 -1.179
H 3.267 1.941 2.951
H -0.119 0.288 2.327
H 3.830 4.020 -3.817
H 4.157 -0.984 2.879
H -1.981 0.570 -2.822
H -0.342 -3.958 5.538
H -2.687 -4.461 0.164
H 2.578 0.007 -1.497
H -3.138 0.140 6.811
H -3.498 1.173 0.263
H -0.049 5.450 -2.544
H -1.664 2.223 -0.527
H -4.180 -3.327 -3.002
H 0.226 0.653 -6.100
H -2.837 -2.261 -4.494
H -4.253 -1.095 -1.651
H 4.245 -0.572 -1.308
H -5.081 0.753 5.239
H 2.869 6.000 -1.693
H 1.181 -3.650 3.598
H 0.279 -1.602 -5.428
H 0.242 5.077 -4.248
H 2.522 -2.088 -2.804
H 5.306 -0.340 0.812
H -0.279 -2.226 5.845
H 3.329 5.691 -4.056
H 3.326 4.335 -1.324
H -1.543 -3.880 2.086
H -1.845 -3.061 5.694
H 0.763 -2.536 2.301
H -1.557 0.931 6.606
H 2.857 -2.864 -1.522
H -1.280 2.767 4.888
H 1.754 4.965 -0.806
H -0.943 -4.926 3.371
H -3.938 -0.789 -3.346
H 1.779 1.478 -6.242
H -2.795 -4.192 -2.323
H 2.579 4.427 -5.017
H 3.639 -0.627 -3.765
H 0.523 1.866 2.834
H -3.516 1.697 2.453
H -2.507 -4.112 3.552
H -2.635 3.262 3.860
H 2.403 2.330 -4.482
H 1.881 -2.256 -5.214
H 2.841 0.698 4.131
H -3.384 1.177 -1.954
H 1.584 -0.140 -6.905
H -4.885 2.368 5.930
H 3.625 -0.872 -5.520
H 0.643 0.459 3.902
H 3.732 0.749 -4.859
H -0.562 1.195 0.384
H 1.175 -1.907 3.895
*
```